Entry from the OMol25 dataset: 3 unconnected molecules or ions with the total composition C20H26F5N2O6 (wB97M-V/def2-TZVPD).

Geometry as XYZ:
```
59
Properties=species:S:1:pos:R:3:lowdin_charge:R:1
F -2.05403 -2.86956 4.37832 0.083
H 0.80100 -1.71294 -0.01830 0.123
O 6.84004 1.09123 0.60797 0.082
C -0.14952 -1.84806 -4.78014 -0.038
H 4.96684 1.80088 0.05160 0.115
C 2.62720 3.32254 -1.86984 -0.520
C -1.15556 -3.87056 -3.21081 -0.057
C 0.64023 4.21244 -2.36638 -0.062
O 1.75549 4.29937 -1.49044 0.080
H -4.91285 -1.24874 3.24030 0.140
C 0.31833 -0.88047 -0.65872 -0.098
H -4.36535 0.46238 1.52171 0.146
C -0.84955 -3.23683 -4.60143 -0.067
H -1.17599 -3.85049 -5.52119 0.095
H 0.09423 -1.40111 -5.80025 0.096
C -2.85827 1.18758 0.03961 -0.176
F 4.17205 1.08427 2.76120 0.059
H -4.69674 -3.06717 2.91330 0.157
C 7.37635 0.97973 1.85693 -0.528
H 1.10256 -0.06870 -0.83586 0.117
F 0.24432 2.67816 -4.09910 0.082
C 5.28324 1.60692 2.18063 -0.323
C -0.73930 -3.03222 -1.96130 -0.053
C -3.16244 -1.73280 1.93842 -0.109
N -1.41024 1.06191 -0.29895 -0.045
F -4.11206 -3.32877 5.27245 0.080
O 3.71865 3.17830 -1.40164 0.167
H -0.50117 -1.43075 1.99442 0.153
H -1.89765 -1.00985 -0.45668 0.142
H -0.95647 -3.45211 -0.92558 0.082
F -3.34513 -1.15790 5.32444 0.053
H -3.78879 -1.78809 0.96841 0.161
C 5.43036 1.12559 0.77295 -0.073
H -2.42445 -0.23636 3.13804 0.177
O 8.54056 0.82606 2.07598 0.181
H 0.76050 4.93219 -3.18084 0.154
C 0.22538 -1.04559 -3.48120 -0.011
C -3.36533 -2.36674 4.54494 -0.391
O 6.41973 1.07284 2.82545 0.139
H -0.39256 0.39824 1.99982 0.161
H -3.51939 0.67247 -0.75766 0.144
C 0.71254 2.79436 -2.83435 -0.346
H -3.22158 1.69452 2.24059 0.158
H -2.36503 -2.56968 1.91511 0.148
H -3.11387 2.31301 -0.05910 0.141
C -3.24960 0.77147 1.54399 -0.088
C -1.04569 -0.47827 1.63230 -0.066
H 5.27845 2.69574 2.28545 0.178
H -0.82571 1.67089 0.31239 0.121
H -0.29045 4.43080 -1.84036 0.142
H 0.20207 2.08032 -2.18021 0.138
N -2.47294 -0.38965 2.10365 -0.116
C -0.06791 -1.62628 -2.06483 -0.170
H 0.72650 -0.01371 -3.57146 0.084
H -1.64823 -4.89936 -3.13450 0.095
H 5.02332 0.12058 0.62596 0.146
C -1.05610 -0.36826 0.01319 -0.296
C -4.14493 -2.09045 3.17378 -0.022
O 2.09990 2.52559 -2.84095 0.135
```

Its total charge is +1.



Entry from the OMol25 dataset: 7 unconnected molecules or ions with the total composition C16H50N3O8 (wB97M-V/def2-TZVPD).

Geometry as XYZ:
```
77
Properties=species:S:1:pos:R:3:lowdin_charge:R:1
O -0.73019 1.16886 -1.90587 -0.188
C 1.95081 -4.45014 -1.82987 -0.212
O 2.69581 1.62986 -1.31587 -0.133
H -4.03919 5.71086 1.59613 0.087
C -1.36019 2.33686 -1.66287 -0.279
H 0.75881 -2.89814 -2.64987 0.144
H 1.39581 -4.78014 -1.05787 0.070
C 1.85081 -2.97214 -2.30587 -0.166
C 3.32781 2.60086 -0.52087 -0.093
N 2.32081 -2.04614 -1.30887 -0.065
H -2.69819 0.26986 -2.80387 0.167
H -3.82419 5.50686 3.23713 0.076
H -2.95719 -1.04014 2.83713 0.070
H -0.29719 2.37186 0.16313 0.122
H -0.49519 1.54086 2.68413 0.099
H -3.22819 7.05886 2.59913 0.119
H 0.02081 -2.30614 -0.03987 0.142
C -3.77419 0.20486 1.50613 -0.086
H -4.74019 -0.01514 1.55013 0.054
C -1.15719 6.02786 1.39013 -0.302
H 1.60381 -4.63514 3.27913 0.074
C -2.00819 -4.01514 -0.47887 -0.082
H -1.62019 2.87586 -2.50387 0.102
C 1.54381 -3.79614 2.71013 -0.157
H 1.55981 -7.43214 -3.23487 0.124
C -0.32119 5.12586 0.59213 -0.207
H 1.68581 -3.00914 3.17113 0.002
H 0.44881 4.73886 1.24013 0.108
C -1.43019 0.36586 -2.96487 -0.013
H 2.39481 0.79086 2.62413 0.180
H 2.31281 -3.81714 1.97213 0.090
C 0.59681 1.62686 3.08913 -0.214
H 0.27381 3.28086 -0.98987 0.022
H 2.44881 -2.94414 -3.23287 0.132
O -2.01519 5.28186 2.15713 -0.179
O 0.38281 -3.71814 1.98913 -0.163
H -3.57019 0.13986 0.52713 0.026
H 2.50681 0.20086 0.31213 0.124
C -0.54819 3.10586 -0.61087 -0.128
H -1.74719 6.64686 0.73313 0.121
C 2.93181 0.34586 -0.79987 -0.219
H -0.04219 -1.37214 1.37013 0.223
H -1.32919 0.93286 -3.96287 0.122
N -0.31019 -1.26614 0.20313 0.224
H -3.55319 1.22086 1.60313 0.073
O 1.34381 0.74186 2.34213 -0.215
H -1.00519 -0.44414 -3.04387 -0.049
H 2.91481 -0.36714 -2.60587 0.119
H -2.14719 -4.21514 -1.54787 0.101
H 1.48381 -7.05314 -1.65687 0.098
H 4.30781 2.55086 -0.43687 0.043
H 0.71181 1.53686 4.16013 0.075
H 3.04581 2.64386 0.56313 0.106
H 2.91381 -4.70614 -1.62687 0.089
C 1.99981 -6.63814 -2.54087 -0.072
H 0.66181 2.72886 2.71513 0.088
H -2.95519 -2.38314 -0.53887 0.106
C -3.29019 5.92786 2.37913 -0.086
H -0.96619 -4.24614 -0.20387 0.062
H -0.53919 6.70686 1.92613 0.119
H -2.38819 2.22486 -1.38887 0.106
O -2.03519 -2.59214 -0.32387 -0.212
H 0.18681 -0.51214 -0.19587 0.049
H -0.27719 -4.49414 2.44113 0.209
H 3.07081 3.49986 -0.90487 0.063
N -1.28019 4.33786 -0.18887 0.043
H 3.96581 -0.03014 -0.60787 0.125
H 0.23281 5.80786 -0.07987 0.137
H 2.91081 -6.75914 -2.44987 -0.008
H 3.20581 -2.24914 -0.89187 0.125
H -1.96219 4.04986 0.31713 0.012
O -2.68619 -0.56214 2.06713 -0.104
H -1.34419 -1.12914 -0.06687 0.109
H 1.38681 -0.39014 -2.04687 0.077
O 1.63481 -5.28914 -2.94787 -0.159
H -2.65519 -4.52814 0.23013 0.094
C 2.33881 -0.76314 -1.80187 -0.256
```

The relative energy (zero: lowest compared OMol25 entry of this formula, charge and spin) comes out at 93.7 kcal/mol. Its total charge is +1.



Entry from the OMol25 dataset: a molecular structure, C36H38BaCl2N7O4P2 (wB97M-V/def2-TZVPD).

Geometry as XYZ:
```
90
Properties=species:S:1:pos:R:3:lowdin_charge:R:1
P 3.20138 1.20200 -0.69827 1.013
N -1.00559 2.42023 -0.23765 -0.038
H -5.43626 0.60405 1.45664 0.087
Cl -7.43124 -1.05594 2.54007 0.604
C -2.24718 2.77176 0.12205 -0.179
H 4.71622 -1.42993 -0.68000 0.072
C 4.10987 -1.24335 -1.57063 -0.102
C 2.77569 -3.92654 0.84783 -0.067
H 2.22386 -1.05162 4.16080 0.067
P 1.45311 1.14068 2.13897 0.964
C -0.12753 3.36864 -0.58612 -0.176
H 3.83819 -4.01029 1.03717 0.100
Ba -0.53776 -0.23998 -0.34843 1.873
C 1.98039 -5.03631 0.60313 -0.062
H 5.96671 0.00457 -3.04030 0.082
H 4.52700 -1.84049 -2.38891 0.091
H 0.67143 0.83457 5.85940 0.083
C 1.44422 2.96824 2.38425 -0.254
C -3.24722 -1.95262 0.97005 -0.203
C 4.11960 0.22964 -1.97977 -0.739
H 3.16706 1.42198 -3.55977 0.073
H -3.63668 4.32949 0.48344 0.111
H 7.91821 0.29585 1.25249 0.111
O -2.07755 -4.46030 0.06262 -0.005
C 7.37761 0.28047 2.19078 -0.020
H 2.41268 -6.02994 0.59600 0.102
H 0.64512 2.33668 4.94324 0.072
N -2.87214 0.45077 0.57767 -0.074
C 7.24807 0.03581 4.59334 -0.081
C -4.06457 -2.97176 1.44778 -0.056
C 5.24371 0.48449 3.34471 -0.210
H 5.55353 1.68737 -2.73474 0.070
C 3.81595 2.91053 -0.97901 -0.273
H -3.70467 -3.98877 1.42409 0.094
H 3.09747 -1.61130 -1.39300 0.058
H -0.05453 -5.68203 0.19883 0.113
H 5.30582 0.23701 5.48037 0.113
H 6.18732 0.68729 -1.41983 0.057
N -0.66381 -1.25933 -2.81486 -0.283
C 1.09243 1.34048 4.98358 -0.105
N 5.36005 0.73390 0.96244 0.133
H 2.16737 1.44439 5.13063 0.061
C -5.33700 -2.72248 1.94151 -0.684
H 2.23516 -0.01139 -3.09069 0.053
H 0.59705 -1.34483 4.79284 0.088
H 2.74801 -1.78818 1.02534 0.089
H 1.85808 3.46571 1.50580 0.013
H 3.52255 3.24326 -1.97582 0.040
H -1.08860 -0.14097 2.71271 0.051
H 0.84926 3.01994 -0.90977 0.071
C 1.15918 -0.94256 3.94324 -0.095
C 5.90606 0.24690 4.57926 -0.017
H 2.01758 3.26133 3.26527 0.041
C -1.69502 5.08688 -0.13236 -0.065
C 5.97407 0.50276 2.15963 -0.210
H 7.75432 -0.14772 5.53256 0.100
O -4.47995 2.15761 0.47479 -0.021
H -1.28500 0.26894 4.41337 0.094
C -5.04087 -0.39834 1.46270 -0.055
Cl -6.28278 -4.06965 2.53848 0.608
H 3.36297 3.59524 -0.25988 0.021
O 0.44608 -1.33687 -2.20869 -0.441
C 7.99752 0.05225 3.37884 -0.081
C -0.42113 4.71600 -0.55081 -0.075
H 4.90106 2.97229 -0.88535 0.037
C -3.75125 -0.61414 0.98356 -0.196
H 9.06573 -0.12110 3.41023 0.100
O -1.23504 -0.15638 -2.62311 -0.375
H 0.41370 3.31321 2.48920 0.044
C 4.07093 0.90324 0.94637 -0.377
C 0.62683 -4.86330 0.38323 -0.003
C 0.74950 0.51976 3.74400 -0.731
C 3.24336 0.37964 -3.23669 -0.109
C 2.16397 -2.68745 0.84267 -0.176
C -2.61863 4.11222 0.19321 -0.008
N -1.88631 -2.18860 0.58780 -0.099
C -0.77015 0.55720 3.49131 -0.108
C -1.45273 -3.42120 0.30570 -0.511
N 3.89663 0.69899 3.34278 0.133
H 3.70813 -0.18068 -4.05474 0.090
C 3.30216 0.88943 2.20209 -0.383
H -1.96894 6.13426 -0.07884 0.102
C -3.33127 1.68986 0.41986 -0.502
H -1.13588 1.54878 3.20876 0.076
H 0.32439 5.44476 -0.84122 0.098
C -5.82659 -1.43624 1.94525 -0.683
H 0.90948 -1.55317 3.07346 0.058
C 0.08700 -3.58393 0.40551 -0.181
C 5.54124 0.68692 -2.29532 -0.106
N 0.86047 -2.51043 0.62489 0.006
```

The relative energy (zero: lowest compared OMol25 entry of this formula, charge and spin) comes out at 40.2 kcal/mol. Its total charge is -1.



Summary of calculated total energy in Ha
-1837.55010, -1405.04465, -3707.62781
(order as listed above)
Summary of M in g/mol
485.43, 412.59, 902.93
(order as listed above)
Summary of orbital gap in eV
8.28, 9.01, 5.31
(order as listed above)